# 1
{"formula": "C5H11NO2", "method": "wB97M-V/def2-TZVPD", "species": ["C", "C", "C", "C", "C", "H", "H", "H", "H", "H", "H", "H", "H", "H", "H", "H", "N", "O", "O"], "coordinates": [[1.7337, -1.4089, -0.1481], [-0.2975, -0.2008, -0.1957], [0.4465, 0.9787, -0.9758], [0.0792, 0.6677, 1.0021], [-2.4796, -0.4568, 0.1398], [2.4088, -0.7879, 0.8132], [2.1260, -0.7756, -1.1364], [2.3216, -2.4025, -0.2274], [1.6470, 0.8585, -1.4440], [0.0081, 1.5129, -1.7871], [0.6081, 2.7554, 0.2784], [0.6739, 0.0585, 1.6862], [-1.0304, 0.8324, 1.6035], [-3.4668, -0.4846, -0.6044], [-1.6422, -1.4161, 0.2545], [-2.7325, 0.0800, 1.0823], [0.9287, 1.6694, 0.2704], [0.2094, -1.5170, 0.1043], [-1.5422, 0.0368, -0.7159]], "atomic_forces_ev_per_a": [[3.185, 1.241, 0.610], [3.609, 4.637, -0.633], [7.353, -0.673, -1.625], [-3.212, 0.029, 3.253], [-1.268, -4.131, -1.120], [-2.621, -1.788, -2.689], [-1.888, -1.939, 2.650], [-2.014, 1.171, 0.354], [-3.586, -0.481, 0.352], [-1.229, 0.305, -0.013], [0.599, -3.463, 0.340], [-0.054, 0.466, 0.183], [3.305, 0.654, -1.334], [2.244, -0.785, 2.512], [-5.125, 0.312, 1.529], [0.425, -0.116, -0.703], [-3.585, 2.281, 0.160], [2.899, 0.701, -2.654], [0.964, 1.580, -1.171]], "multiplicity": 1, "max_force_ev_per_a": 7.560, "e_tot_ha": -402.0337, "homo_lumo_gap_ev": 9.81, "lumo_energy_ha": 0.0339}

---

# 2
{"formula": "C4H12N2O", "method": "wB97M-V/def2-TZVPD", "species": ["N", "C", "C", "C", "O", "C", "N", "H", "H", "H", "H", "H", "H", "H", "H", "H", "H", "H", "H"], "coordinates": [[-1.8176, 0.2922, -0.7949], [-0.6350, 0.0893, 0.0256], [0.4016, 1.2145, -0.1892], [1.3779, 1.2504, 1.0313], [1.0810, 0.8611, -1.3728], [0.0124, -1.2867, -0.1591], [-0.7181, -2.3310, 0.6063], [-2.3474, -0.5455, -0.9705], [-1.5848, 0.7954, -1.6293], [-0.9085, 0.1209, 1.0828], [-0.0995, 2.1838, -0.2065], [1.7155, 2.2759, 1.1787], [0.8833, 0.8093, 1.8897], [2.2846, 0.6759, 0.8414], [1.7819, 1.4403, -1.6314], [1.0189, -1.2619, 0.2659], [0.1466, -1.6460, -1.1761], [-1.1463, -3.0686, 0.0626], [-1.4465, -1.8692, 1.1454]], "atomic_forces_ev_per_a": [[-0.047, 0.587, 0.675], [0.293, -0.227, -0.621], [0.613, -0.993, 1.424], [-0.081, 0.100, -0.993], [-0.789, -0.465, -0.659], [0.397, -1.000, 0.813], [-0.343, 0.586, 0.194], [0.102, -0.097, -0.205], [-0.050, -0.169, -0.502], [-0.210, 0.173, 0.095], [-0.164, 0.030, -0.500], [-0.172, 0.007, 0.447], [0.106, 0.373, 0.376], [-0.130, -0.219, -0.162], [0.497, 0.801, 0.138], [0.075, 0.165, -0.055], [-0.215, 0.521, -0.290], [0.078, 0.253, -0.184], [0.040, -0.425, 0.008]], "multiplicity": 1, "max_force_ev_per_a": 1.842, "e_tot_ha": -344.3314, "homo_lumo_gap_ev": 9.52, "lumo_energy_ha": 0.0306}

---

# 3
{"formula": "C4H5NiO5", "method": "wB97M-V/def2-TZVPD", "species": ["O", "O", "C", "C", "O", "C", "Ni", "H", "H", "H", "H", "H", "O", "C", "O"], "coordinates": [[-0.8504, -0.7206, -1.0336], [-2.4131, 0.8516, -1.2966], [-1.2454, 0.4852, -1.2605], [-0.1514, 1.5434, -1.1099], [1.1165, 0.9201, -1.0047], [2.1740, 1.7921, -0.6311], [1.0870, -1.0760, -1.1678], [-0.3601, 2.1308, -0.2020], [-0.1728, 2.2222, -1.9761], [2.9863, 1.1711, -0.2384], [2.5214, 2.3604, -1.5059], [1.8325, 2.4891, 0.1479], [0.8045, -1.1818, 1.0793], [-0.2177, -1.2694, 1.6589], [-1.0319, -1.2657, 2.4850]], "atomic_forces_ev_per_a": [[0.552, -0.614, -0.663], [1.027, -0.060, -0.602], [-1.297, 0.364, 1.704], [-0.519, 0.668, -0.707], [0.278, 0.317, 0.175], [0.380, 0.175, 0.011], [-0.468, -0.324, 0.006], [0.017, -0.223, -0.219], [0.067, -0.100, 0.237], [-0.155, 0.187, -0.142], [-0.076, -0.121, 0.244], [0.076, -0.224, -0.177], [-0.888, -0.432, -0.205], [0.998, 0.722, 1.798], [0.007, -0.335, -1.459]], "multiplicity": 4, "max_force_ev_per_a": 2.179, "e_tot_ha": -2039.8616, "homo_lumo_gap_ev": [7.10, 8.86], "lumo_energy_ha": [0.0050, -0.0337]}

---

# 4
{"formula": "C8H15N", "method": "wB97M-V/def2-TZVPD", "species": ["C", "C", "C", "C", "N", "H", "H", "H", "H", "H", "H", "H", "C", "C", "C", "C", "H", "H", "H", "H", "H", "H", "H", "H"], "coordinates": [[-3.3617, 0.4689, -0.8819], [-1.8819, 0.2436, -0.9500], [-1.0655, 0.9132, 0.0827], [-1.3148, -0.5600, -1.8431], [-1.3009, 2.1050, 0.4167], [-0.6669, 2.4813, 1.1200], [1.0320, 0.4017, -0.4908], [-3.5653, 1.5374, -0.9362], [-3.7548, 0.1112, 0.0701], [-3.8767, -0.0381, -1.6945], [-0.2490, -0.7135, -1.8825], [-1.8963, -1.0557, -2.6040], [2.8250, -1.6345, 1.3090], [2.0092, 0.9614, -0.4692], [1.4293, -1.3272, 1.5341], [0.2544, -1.2067, 1.8122], [2.9899, -1.8920, 0.2614], [3.1240, -2.4791, 1.9317], [3.4489, -0.7759, 1.5514], [2.2664, 1.2747, 0.5339], [2.8480, 0.4403, -0.9204], [1.7822, 1.8365, -1.0690], [-0.6479, -1.2577, 2.3564], [-0.4274, 0.1650, 0.7621]], "atomic_forces_ev_per_a": [[0.049, 0.233, -0.106], [-0.118, -0.380, -0.270], [0.253, -1.658, 2.250], [-0.011, 0.119, -0.011], [0.173, 0.865, -0.572], [-0.129, -0.407, 0.239], [1.641, 0.179, 0.161], [-0.075, 0.038, 0.037], [-0.043, -0.001, 0.045], [-0.015, -0.043, -0.024], [0.197, -0.053, 0.084], [-0.141, -0.073, -0.083], [0.265, 0.134, -0.377], [-1.185, -0.081, -0.577], [-1.628, -0.303, 0.712], [2.050, -0.728, 0.379], [0.092, -0.018, 0.053], [-0.019, 0.045, -0.031], [0.089, -0.019, -0.003], [-0.101, -0.020, 0.236], [-0.106, -0.244, -0.038], [0.244, 0.320, -0.063], [-0.569, 0.145, -0.115], [-0.913, 1.948, -1.928]], "multiplicity": 1, "max_force_ev_per_a": 2.889, "e_tot_ha": -368.4298, "homo_lumo_gap_ev": 9.75, "lumo_energy_ha": 0.0312}

---

# 5
{"formula": "CH2BrN2", "method": "wB97M-V/def2-TZVPD", "species": ["C", "N", "N", "Br", "H", "H"], "coordinates": [[0.5166, 0.6881, -0.1922], [-0.4289, -0.0435, 0.0642], [-1.0770, -0.9581, -0.1494], [2.2143, -0.0177, 0.0555], [0.6180, 1.8410, -0.0878], [-1.8430, -1.5097, 0.3097]], "atomic_forces_ev_per_a": [[3.897, 4.346, 1.157], [-0.768, 0.190, 1.106], [-3.326, -3.047, -2.272], [0.289, -0.370, -0.090], [-1.290, -2.022, -0.808], [1.198, 0.903, 0.907]], "charge": 1, "multiplicity": 1, "max_force_ev_per_a": 5.951, "e_tot_ha": -2722.4059, "homo_lumo_gap_ev": 8.32, "lumo_energy_ha": -0.2657}

---

# 6
{"formula": "C36H39ClGdN2O2P2Se2Te2", "method": "wB97M-V/def2-TZVPD", "species": ["Gd", "Se", "Te", "Te", "Se", "N", "C", "C", "N", "H", "H", "H", "H", "H", "H", "H", "H", "O", "C", "O", "C", "P", "C", "C", "C", "C", "C", "C", "C", "C", "C", "C", "C", "C", "H", "H", "H", "H", "H", "H", "H", "H", "H", "H", "H", "H", "Cl", "C", "C", "C", "C", "C", "C", "C", "H", "H", "H", "H", "H", "H", "C", "P", "C", "C", "C", "C", "C", "C", "C", "C", "C", "C", "C", "C", "H", "H", "H", "H", "H", "H", "H", "H", "H", "H", "H", "H", "H"], "coordinates": [[11.7649, 13.2576, 12.2823], [13.9370, 11.1432, 12.7284], [15.9004, 11.8590, 11.4306], [14.8130, 14.4805, 10.5863], [12.6424, 13.6864, 9.4937], [12.5401, 13.8308, 14.7062], [11.7829, 13.2432, 15.8326], [11.3518, 11.7936, 15.4800], [10.7236, 11.6207, 14.1571], [13.4211, 13.3377, 14.6820], [12.7678, 14.8237, 14.8191], [10.9185, 13.8588, 16.0224], [12.4192, 13.1316, 16.7530], [10.7656, 11.4352, 16.2740], [12.2867, 11.2045, 15.5329], [9.7730, 12.0026, 14.1501], [10.6756, 10.6444, 13.9519], [7.4488, 12.2461, 11.5083], [8.6440, 12.2333, 11.1331], [9.6219, 13.0486, 11.6577], [9.1215, 11.3947, 9.9287], [10.5260, 10.2960, 10.4899], [11.1264, 9.6368, 8.8904], [10.2863, 8.8972, 8.0345], [10.7935, 8.2312, 6.9337], [12.1479, 8.1576, 6.7129], [13.0098, 8.9204, 7.5363], [12.5218, 9.6009, 8.6649], [9.6656, 8.8588, 11.1926], [8.3712, 8.9970, 11.7755], [7.7018, 7.8648, 12.2139], [8.3522, 6.6040, 12.2465], [9.6612, 6.4875, 11.8164], [10.2933, 7.5773, 11.1823], [9.5073, 12.0558, 9.1300], [8.3094, 10.7227, 9.5981], [9.1910, 8.8541, 8.1838], [10.1166, 7.6111, 6.3344], [12.5592, 7.5395, 5.9321], [14.1058, 8.9622, 7.4047], [13.2146, 10.2006, 9.2467], [7.9991, 10.0397, 11.9678], [6.6242, 7.9184, 12.5423], [7.7921, 5.7564, 12.7064], [10.1635, 5.5927, 11.9876], [11.3180, 7.5172, 10.7083], [13.7886, 17.0275, 13.9183], [12.0748, 17.3504, 13.9686], [11.5923, 18.0350, 15.1237], [10.3353, 18.6288, 15.0635], [9.4498, 18.3122, 14.0054], [9.8270, 17.4970, 12.9628], [11.1525, 16.8957, 12.9318], [11.5389, 15.8942, 12.0096], [12.2834, 18.2494, 15.9249], [9.9316, 19.2499, 15.8646], [8.3895, 18.6548, 14.0905], [9.2227, 17.3321, 12.0924], [12.5444, 15.8490, 11.5670], [10.7506, 15.4781, 11.3754], [7.0967, 15.0947, 13.9922], [8.1511, 14.2281, 15.3074], [7.9927, 15.5072, 16.6193], [9.0580, 15.9761, 17.3754], [8.8710, 16.6711, 18.5435], [7.5385, 16.9434, 18.9548], [6.4442, 16.5622, 18.1559], [6.6899, 15.8800, 16.9709], [7.0722, 12.8810, 15.8685], [6.9132, 12.5061, 17.2104], [6.0260, 11.4792, 17.5252], [5.3362, 10.7880, 16.5469], [5.6299, 11.0621, 15.2089], [6.4689, 12.1128, 14.8924], [6.0079, 14.9280, 14.2020], [7.2410, 14.6482, 13.0066], [7.2629, 16.1704, 13.9722], [10.0869, 15.8368, 17.0614], [9.6935, 16.8506, 19.2407], [7.4346, 17.3686, 19.9406], [5.4292, 16.7062, 18.5331], [5.9093, 15.4426, 16.4236], [7.4208, 12.9921, 18.0661], [5.9984, 11.1926, 18.5549], [4.5166, 10.0838, 16.7329], [5.1571, 10.4482, 14.4392], [6.6193, 12.3152, 13.8165]], "atomic_forces_ev_per_a": [[0.153, 0.195, -0.403], [-0.401, -0.130, 0.355], [-0.273, 1.410, -0.623], [-0.056, -1.558, 0.089], [0.608, -0.039, 0.330], [-0.071, 0.012, 0.410], [0.478, -0.695, -0.195], [1.667, 0.739, -0.628], [0.160, 1.183, 0.524], [0.479, -0.112, -0.345], [-0.285, -0.373, 0.145], [-0.214, 0.200, 0.181], [-0.639, 0.368, -0.581], [-1.150, -0.488, 1.166], [-0.408, 0.048, -0.484], [0.238, -0.164, 0.063], [-0.081, -0.628, -0.351], [2.494, -0.241, -0.490], [0.309, 2.627, 0.860], [-2.662, -2.239, -1.039], [-0.307, -0.663, 0.783], [0.589, 1.131, -0.067], [0.303, -1.187, 0.178], [-0.421, 0.794, 0.128], [-0.649, -1.049, 0.052], [1.330, 1.124, 0.697], [0.126, -0.344, 0.436], [-0.790, 0.262, -1.297], [-0.684, -1.379, 0.004], [0.948, 0.756, 0.119], [-0.805, -0.741, 0.323], [-1.159, 0.625, 0.570], [-0.418, 1.850, -0.685], [0.186, 0.927, 0.103], [-0.209, -0.324, 0.447], [0.155, 0.657, -0.150], [0.746, 0.126, 0.176], [0.211, 0.382, 0.097], [0.021, 0.018, -0.238], [-0.737, -0.274, -0.242], [-0.184, -0.136, 0.286], [-0.128, -1.354, -0.548], [1.384, 0.092, -0.191], [0.690, 0.642, -0.523], [0.892, -1.474, -0.075], [-1.275, -0.204, 0.731], [-0.255, -0.398, -0.161], [-2.050, 0.206, 0.695], [0.393, 0.544, -2.125], [-0.985, -0.796, 0.151], [-0.510, 0.287, 0.545], [1.862, -0.555, 0.476], [0.711, 0.991, 1.487], [-0.027, -1.088, -0.665], [0.060, 0.051, 0.080], [0.358, -0.263, -0.016], [1.068, 0.007, -0.334], [-0.493, -0.283, -0.056], [-0.468, 0.280, 0.374], [0.083, 0.659, -0.302], [-1.135, -1.026, 0.371], [0.624, 1.293, -1.170], [-0.836, -0.128, 0.036], [0.900, -0.121, -0.547], [-1.803, 0.180, 1.010], [0.911, -0.515, -0.487], [0.641, 0.335, 0.638], [1.215, -0.119, 1.290], [0.122, 0.446, 0.824], [-0.134, -0.009, 0.168], [0.590, 0.096, 0.054], [-0.404, -0.161, -0.829], [-0.553, -0.294, 0.559], [-0.198, -0.325, -1.510], [0.781, 0.176, 0.055], [0.380, 0.078, 0.054], [0.357, -0.124, 0.054], [-0.070, -0.477, -0.137], [-0.183, 0.287, -0.472], [-0.430, 0.201, 0.047], [0.269, 0.105, -0.278], [-1.176, -0.243, -0.662], [-0.201, -0.058, -0.870], [-0.516, -0.124, 0.520], [0.666, 0.048, 0.356], [0.156, 0.389, 0.069], [0.118, 0.077, 0.607]], "charge": -1, "multiplicity": 8, "max_force_ev_per_a": 3.630, "e_tot_ha": -8902.8445, "homo_lumo_gap_ev": [6.12, 5.43], "lumo_energy_ha": [0.0771, 0.0571]}